No. 1
Molecular formula: C46H96Br10F6N10O11S2
Method: DFT, ωB97M-V/def2-TZVPD

```
! wB97M-V def2-TZVPD RIJCOSX def2/J DEFGRID3
* xyz 0 1
C 10.51 -0.93 -0.87
C 10.27 -2.29 -1.57
N 8.79 -2.65 -1.83
C 8.06 -1.45 -2.47
C 8.68 -3.86 -2.83
C 7.30 -4.42 -3.22
C 7.99 -2.85 -0.48
C 8.73 -3.72 0.58
O 9.12 -4.95 -0.03
C 9.79 -5.81 0.89
H 11.59 -0.82 -0.80
H 10.08 -0.88 0.13
H 10.09 -0.10 -1.45
H 10.65 -3.12 -0.98
H 10.82 -2.35 -2.51
H 7.02 -1.69 -2.70
H 8.56 -0.94 -3.29
H 8.14 -0.62 -1.78
H 9.43 -4.60 -2.56
H 9.21 -3.53 -3.73
H 6.66 -3.87 -3.90
H 6.68 -4.76 -2.38
H 7.29 -5.46 -3.57
H 7.03 -3.27 -0.78
H 7.85 -1.86 -0.06
H 8.10 -4.03 1.41
H 9.56 -3.17 1.02
H 10.61 -5.25 1.35
H 10.31 -6.61 0.37
H 9.13 -6.19 1.68
C 0.85 -0.60 2.39
F 2.15 -0.61 2.57
F 0.11 -1.37 3.15
F 0.30 0.63 2.56
S 0.58 -1.08 0.48
O 1.53 -0.26 -0.29
O 0.91 -2.48 0.31
N -1.14 -0.78 0.26
S -1.11 0.09 -1.01
O -0.50 1.41 -0.77
O -0.57 -0.68 -2.17
C -3.01 0.34 -1.29
F -3.22 0.75 -2.54
F -3.66 -0.80 -1.19
F -3.49 1.28 -0.47
C 4.29 -3.18 -10.57
O 4.89 -4.18 -10.11
N 3.04 -2.83 -10.22
C 2.32 -1.73 -10.85
C 2.20 -3.58 -9.28
H 4.70 -2.50 -11.33
H 2.94 -1.16 -11.54
H 2.05 -1.05 -10.04
H 1.40 -2.12 -11.29
H 1.43 -4.15 -9.81
H 2.70 -4.44 -8.84
H 1.85 -2.97 -8.44
C -10.64 6.63 -2.55
O -11.75 6.57 -1.99
N -9.66 7.21 -1.97
C -8.34 7.24 -2.71
C -9.62 7.87 -0.67
H -10.33 6.08 -3.45
H -8.46 7.21 -3.79
H -7.73 6.43 -2.32
H -7.80 8.18 -2.58
H -8.68 7.69 -0.14
H -9.75 8.94 -0.82
H -10.47 7.54 -0.07
C -3.05 -6.85 2.74
O -2.51 -7.98 2.58
N -4.40 -6.65 2.81
C -4.94 -5.32 2.95
C -5.33 -7.81 2.89
H -2.50 -5.90 2.86
H -4.14 -4.59 2.91
H -5.52 -5.30 3.87
H -5.70 -5.05 2.22
H -4.89 -8.78 3.11
H -5.93 -7.54 3.75
H -5.98 -7.83 2.02
C -1.92 -7.44 10.94
O -1.25 -8.42 10.66
N -2.03 -6.29 10.19
C -2.76 -5.18 10.78
C -1.35 -6.04 8.96
H -2.47 -7.36 11.89
H -2.94 -5.40 11.83
H -3.74 -4.96 10.36
H -2.11 -4.31 10.76
H -0.68 -6.85 8.67
H -2.07 -5.97 8.14
H -0.77 -5.12 8.98
C 5.38 4.12 -6.29
O 5.31 4.10 -5.10
N 4.67 3.37 -7.13
C 4.84 3.51 -8.58
C 3.59 2.55 -6.72
H 6.13 4.70 -6.84
H 5.53 4.29 -8.89
H 3.91 3.74 -9.10
H 5.28 2.61 -8.99
H 3.41 2.42 -5.65
H 2.68 2.85 -7.22
H 3.81 1.50 -6.87
C 5.15 4.64 2.41
O 6.26 4.18 2.57
N 4.45 5.12 3.46
C 3.08 5.69 3.28
C 4.96 5.23 4.75
H 4.63 4.77 1.45
H 2.62 5.61 2.30
H 3.21 6.75 3.50
H 2.32 5.27 3.93
H 4.91 6.28 5.01
H 4.35 4.58 5.39
H 5.99 4.89 4.72
C -0.32 2.34 10.16
C 0.38 3.43 10.94
C 0.45 4.81 10.41
C -0.42 5.18 9.32
N -1.13 5.50 8.44
H 0.10 2.11 9.18
H -1.36 2.59 10.01
H -0.25 1.39 10.70
H 1.39 3.14 11.24
H -0.12 3.51 11.91
H 1.48 5.03 10.14
H 0.41 5.52 11.24
C -8.10 1.74 -8.98
C -8.77 1.84 -10.35
C -8.95 3.29 -10.89
C -9.45 4.21 -9.83
N -9.85 4.87 -9.00
H -7.75 0.73 -8.75
H -8.82 1.99 -8.20
H -7.30 2.47 -9.02
H -9.76 1.39 -10.31
H -8.37 1.21 -11.15
H -9.71 3.31 -11.68
H -8.05 3.64 -11.38
Br -3.81 4.67 2.74
C -5.01 3.65 3.97
C -4.38 2.33 4.34
Br -5.77 1.35 5.46
H -5.85 3.45 3.31
H -5.20 4.23 4.87
H -3.61 2.58 5.07
H -4.15 1.65 3.53
Br -11.79 0.87 2.02
C -11.61 0.70 0.05
C -11.95 -0.70 -0.22
Br -11.80 -1.00 -2.13
H -10.63 1.08 -0.23
H -12.37 1.23 -0.52
H -12.94 -0.96 0.15
H -11.20 -1.31 0.28
Br 5.92 0.51 10.68
C 5.15 -1.31 11.20
C 5.91 -2.29 10.38
Br 5.29 -4.09 10.90
H 4.10 -1.30 10.90
H 5.38 -1.56 12.24
H 6.97 -2.17 10.61
H 5.77 -2.11 9.31
Br -4.74 -7.08 -3.75
C -3.05 -6.16 -3.21
C -1.96 -7.25 -3.10
Br -1.47 -7.72 -4.94
H -3.23 -5.75 -2.22
H -3.00 -5.30 -3.88
H -2.27 -8.17 -2.61
H -1.14 -6.96 -2.44
Br 2.38 9.57 -2.48
C 1.14 8.93 -3.87
C 0.57 7.64 -3.48
Br -0.51 7.00 -4.94
H 1.74 8.88 -4.78
H 0.35 9.66 -4.05
H -0.06 7.75 -2.60
H 1.32 6.88 -3.23
*
```

**HOMO level**: -7.7 eV

Mulliken population analysis, charges in e, atoms 1 to 2:
1 C -1.18
2 C -0.47

No. 2
Molecular formula: C46H98N7O7
Method: DFT, ωB97M-V/def2-TZVPD

```
! wB97M-V def2-TZVPD RIJCOSX def2/J DEFGRID3
* xyz 5 1
N 10.56 10.77 18.21
O 9.57 11.45 18.41
O 10.44 9.59 18.50
O 11.48 11.29 17.68
C 12.31 6.10 15.67
C 11.80 7.45 16.26
O 10.66 7.79 16.55
N 12.91 8.46 16.41
H 13.68 8.00 16.86
H 13.11 8.71 15.45
C 12.55 9.69 17.28
H 12.14 6.17 14.59
H 11.60 5.30 15.89
H 13.31 5.78 15.95
H 11.69 10.31 17.04
H 13.45 10.28 17.16
H 12.43 9.40 18.32
C 8.47 7.76 15.37
C 8.46 9.10 16.22
C 9.79 9.92 15.78
C 9.82 10.44 14.32
C 8.49 10.85 13.87
C 7.41 11.34 14.94
N 7.30 10.08 15.75
O 6.09 9.97 16.54
C 6.10 11.71 14.23
C 7.93 12.58 15.81
C 8.38 8.98 17.83
H 8.39 7.91 14.30
H 7.70 7.05 15.69
H 9.45 7.29 15.43
H 10.66 9.27 15.89
H 10.04 10.63 16.58
H 10.12 9.64 13.65
H 10.49 11.25 14.00
H 8.01 10.12 13.22
H 8.62 11.67 13.16
H 6.12 12.66 13.70
H 5.21 11.69 14.85
H 5.77 10.96 13.51
H 7.73 13.53 15.32
H 9.01 12.63 15.96
H 7.51 12.57 16.82
H 8.10 9.95 18.24
H 9.38 8.69 18.16
H 7.64 8.23 18.11
C 14.68 15.44 15.23
C 13.24 15.69 15.67
C 12.42 16.11 14.41
C 12.11 15.04 13.34
C 11.32 13.96 13.96
C 12.01 13.37 15.29
N 12.55 14.48 16.19
O 12.38 14.36 17.57
C 13.05 12.38 14.75
C 10.85 12.63 16.03
C 13.19 16.92 16.64
H 14.91 14.63 14.54
H 15.37 15.15 16.03
H 15.04 16.31 14.69
H 12.77 17.05 13.99
H 11.46 16.33 14.88
H 13.10 14.71 13.01
H 11.59 15.39 12.46
H 11.25 13.14 13.24
H 10.34 14.42 14.06
H 13.65 12.81 13.95
H 12.46 11.56 14.33
H 13.66 11.97 15.56
H 10.31 11.92 15.41
H 10.03 13.25 16.39
H 11.23 11.96 16.80
H 12.24 17.34 17.00
H 13.74 17.71 16.13
H 13.82 16.82 17.52
C 9.33 10.97 21.12
C 9.23 9.42 21.14
C 7.92 8.85 20.48
C 7.87 7.35 20.27
C 9.01 6.98 19.36
C 10.46 7.24 19.92
N 10.40 8.79 20.35
O 11.69 9.50 20.51
C 11.48 7.20 18.69
C 10.78 6.27 21.12
C 9.29 8.94 22.63
H 9.31 11.25 20.07
H 10.29 11.20 21.59
H 8.47 11.43 21.59
H 7.79 9.34 19.52
H 7.09 9.13 21.13
H 6.88 7.28 19.81
H 7.80 6.83 21.22
H 8.76 7.49 18.43
H 8.89 5.96 19.00
H 11.28 8.04 18.03
H 11.52 6.33 18.03
H 12.51 7.47 18.90
H 11.70 6.55 21.62
H 10.83 5.25 20.73
H 10.04 6.16 21.92
H 9.03 7.89 22.76
H 8.68 9.61 23.24
H 10.31 9.16 22.95
C 8.09 11.24 19.10
C 6.98 11.71 20.04
C 6.83 13.30 19.91
N 5.83 13.84 20.94
C 6.33 13.45 22.32
C 5.79 15.44 20.89
C 4.71 15.67 19.91
C 3.57 14.64 20.21
C 4.32 13.41 20.71
H 9.00 11.85 19.04
H 7.69 11.20 18.08
H 8.23 10.24 19.49
H 7.33 11.43 21.03
H 6.13 11.04 19.91
H 6.46 13.55 18.92
H 7.79 13.77 20.15
H 6.01 12.43 22.53
H 5.82 14.03 23.10
H 7.36 13.73 22.54
H 5.27 15.77 21.79
H 6.76 15.91 20.74
H 4.28 16.66 20.03
H 4.94 15.47 18.86
H 2.95 14.96 21.04
H 2.93 14.48 19.34
H 3.95 13.22 21.72
H 4.46 12.52 20.09
C 11.83 15.25 19.32
C 12.53 14.10 19.99
C 12.55 12.77 19.19
N 12.91 11.47 20.07
C 11.86 11.19 21.19
C 14.28 11.74 20.70
C 15.00 10.38 20.82
C 14.48 9.51 19.73
C 13.21 10.19 19.27
H 12.50 16.00 18.90
H 11.30 15.79 20.11
H 11.05 15.21 18.56
H 11.99 13.85 20.90
H 13.54 14.34 20.30
H 13.34 12.76 18.44
H 11.65 12.58 18.60
H 11.93 11.90 22.01
H 12.12 10.29 21.74
H 10.94 11.12 20.61
H 14.10 12.18 21.68
H 14.82 12.33 19.96
H 15.04 9.89 21.79
H 16.05 10.59 20.66
H 14.35 8.46 19.99
H 15.19 9.55 18.91
H 12.33 9.55 19.27
H 13.18 10.41 18.20
*
```

**HOMO level**: -19.2 eV

Mulliken population analysis, charges in e, atoms 1 to 2:
1 N -2.72
2 O 0.81

In the order shown, the computed LUMO energy values come out to -0.73, -14.84 eV.